[1]
Molecular formula: C37H49BIN8O4S4Tl
Method: DFT, the ωB97M-V functional and the def2-TZVPD basis

Calculated values
- ΔE to the lowest compared entry with this formula, charge and spin (kcal per mole) = 8.3
- E_tot (hartree) = -4266.26258
- orbital gap (eV) = 5.77
- total charge = -2
- largest force on an atom (eV/Å) = 0.7

Cartesian coordinates (Å):
Tl -2.5366 -1.0602 -0.1661
C -0.8819 -2.5599 -5.3222
C -0.0412 -2.4138 -4.0966
C 1.1847 -2.9743 -4.0023
C 1.9272 -2.8145 -2.8021
N 1.4477 -2.1412 -1.8107
N 0.2272 -1.5877 -1.8673
B -0.1730 -0.9269 -0.5022
N -0.0098 0.6207 -0.5276
N 0.2252 1.1172 -1.7504
C 0.1044 2.3911 -1.9597
C -0.2201 3.2785 -0.9089
C -0.3934 2.8045 0.3450
C -0.7880 3.7006 1.4718
C -0.2796 1.3904 0.5714
S -0.5242 0.7484 2.1076
C 0.3081 2.9021 -3.3807
C 1.6973 3.5432 -3.4877
C 0.2001 1.7575 -4.3865
C -0.7793 3.9394 -3.6962
N 0.7861 -1.5222 0.5660
N 1.8246 -0.7214 0.8228
C 2.6884 -1.0294 1.7346
C 2.5475 -2.2268 2.4845
C 1.5527 -3.0919 2.1730
C 1.3680 -4.3809 2.9040
C 0.6546 -2.7700 1.0858
S -0.4675 -3.8519 0.4914
C 3.8358 -0.0359 1.9112
C 3.2923 1.3939 1.8319
C 4.8465 -0.2537 0.7777
C 4.5374 -0.2297 3.2562
C -0.5603 -1.6549 -2.9789
S -2.0353 -0.8895 -3.0792
C 3.3294 -3.3840 -2.6165
C 4.3350 -2.3986 -3.2264
C 3.6277 -3.5632 -1.1273
C 3.4564 -4.7433 -3.3119
H -0.3976 -3.2272 -6.0371
H -1.0547 -1.5863 -5.7841
H -1.8656 -2.9463 -5.0524
H 1.5833 -3.5478 -4.8299
H -0.3653 4.3318 -1.1064
H -0.8854 4.7286 1.1210
H -0.0622 3.6437 2.2856
H -1.7388 3.3729 1.8946
H 2.4743 2.8001 -3.2964
H 1.8139 4.3526 -2.7624
H 1.8507 3.9571 -4.4891
H 0.9506 0.9893 -4.1940
H 0.3452 2.1512 -5.3976
H -0.7757 1.2783 -4.3207
H -0.6095 4.8815 -3.1716
H -1.7633 3.5696 -3.4016
H -0.7790 4.1554 -4.7679
H 3.2300 -2.4607 3.2919
H 2.0871 -4.4639 3.7208
H 1.4805 -5.2248 2.2215
H 0.3504 -4.4458 3.2931
H 2.8045 1.5671 0.8735
H 4.1131 2.1079 1.9508
H 2.5445 1.5698 2.6067
H 4.3595 -0.0979 -0.1864
H 5.2482 -1.2704 0.7967
H 5.6804 0.4489 0.8683
H 3.8312 -0.1441 4.0847
H 5.3022 0.5405 3.3815
H 5.0327 -1.2011 3.3230
H 4.2752 -1.4369 -2.7138
H 4.1287 -2.2319 -4.2867
H 5.3550 -2.7817 -3.1310
H 3.5403 -2.6179 -0.5953
H 4.6426 -3.9520 -1.0009
H 2.9195 -4.2590 -0.6726
H 3.3821 -4.6612 -4.3979
H 2.6819 -5.4299 -2.9648
H 4.4305 -5.1819 -3.0819
C -3.7573 3.4314 6.9764
C -3.9824 2.4684 5.8394
C -2.9948 1.5612 5.4665
C -3.2017 0.6661 4.4290
C -4.4111 0.6673 3.7498
C -5.4055 1.5634 4.1072
C -5.1883 2.4585 5.1464
S -4.6299 -0.4390 2.3550
O -3.9842 -1.6826 2.7010
O -6.0648 -0.4495 2.1409
N -3.7834 0.2322 1.2088
C -4.2982 1.5029 0.7183
C -3.4809 2.0438 -0.4650
O -3.6851 3.2282 -0.7886
O -2.6669 1.2440 -1.0000
H -2.6948 3.5293 7.2012
H -4.2597 3.0923 7.8864
H -4.1465 4.4226 6.7367
H -2.0417 1.5654 5.9847
H -2.4267 -0.0221 4.1221
H -6.3404 1.5477 3.5634
H -5.9654 3.1667 5.4163
H -4.2384 2.2697 1.5012
H -5.3502 1.4401 0.4201
I -4.1630 -3.5726 -0.6176
N -5.7964 0.1467 -2.2008
C -4.9317 -0.3651 -1.6124
H -6.5660 0.6443 -2.5851


[2]
Molecular formula: C20H22MnN6O2
Method: DFT, the ωB97M-V functional and the def2-TZVPD basis

Calculated values
- ΔE to the lowest compared entry with this formula, charge and spin (kcal per mole) = 2.0
- E_tot (hartree) = -2404.68010
- orbital gap (alpha / beta) (eV) = 6.04 / 6.82
- total charge = +2
- largest force on an atom (eV/Å) = 0.6
- spin multiplicity = 4

Cartesian coordinates (Å):
Mn 0.0060 -0.2651 0.6729
O -0.4021 1.4259 0.1875
C 0.3181 2.2936 -0.5381
C -0.2014 3.5689 -0.7358
C 0.5116 4.4878 -1.4829
C 1.7491 4.1782 -2.0608
C 2.2677 2.9233 -1.8922
C 1.5696 1.9579 -1.1272
C 2.0970 0.6484 -1.0515
N 1.5436 -0.2541 -0.3056
N 1.5758 -1.5650 -0.0134
C 0.4418 -2.2082 -0.5881
O -0.5840 -1.4556 -0.7243
C 0.4562 -3.6160 -0.7907
C -0.7294 -4.2565 -1.1977
C -0.7138 -5.6134 -1.4305
C 0.4708 -6.3286 -1.2613
C 1.6482 -5.7002 -0.8625
C 1.6505 -4.3422 -0.6299
H -1.1612 3.8219 -0.3083
H 0.0929 5.4754 -1.6276
H 2.2742 4.9226 -2.6408
H 3.2138 2.6452 -2.3390
H 2.9661 0.3284 -1.6225
H -1.6354 -3.6815 -1.3321
H -1.6131 -6.1219 -1.7476
H 0.4757 -7.3947 -1.4471
H 2.5554 -6.2748 -0.7429
H 2.5580 -3.8376 -0.3285
C 0.8685 -1.1756 3.1722
N 0.3995 0.1348 2.5338
C -1.0741 0.3278 2.8498
N -1.3561 0.2232 4.2432
C -0.8507 -1.0431 4.7864
N 0.5921 -1.1737 4.5702
C 1.2938 -0.0390 5.1894
N 0.8195 1.2263 4.6248
C 1.1154 1.2854 3.2195
C -0.6181 1.3439 4.8791
H 1.9353 -1.2604 2.9656
H 0.3398 -2.0001 2.6763
H -1.6387 -0.4514 2.2841
H -1.3559 1.3063 2.4606
H -1.3679 -1.8780 4.3100
H -1.0599 -1.0708 5.8538
H 2.3660 -0.1433 5.0227
H 1.1033 -0.0460 6.2609
H 2.1846 1.1702 3.0428
H 0.7522 2.2099 2.7704
H -0.9937 2.2871 4.4832
H -0.7927 1.3161 5.9526


[3]
Molecular formula: ClN2O2
Method: DFT, the ωB97M-V functional and the def2-TZVPD basis

Calculated values
- ΔE to the lowest compared entry with this formula, charge and spin (kcal per mole) = 36.1
- E_tot (hartree) = -720.04618
- orbital gap (alpha / beta) (eV) = 7.66 / 7.40
- total charge = -1
- largest force on an atom (eV/Å) = 3.4

Cartesian coordinates (Å):
N 0.1038 0.4381 -0.5829
N 0.3853 -0.5098 0.1438
O -0.1502 -1.0535 1.1708
O 1.4526 -0.9405 -0.5074
Cl -1.7915 2.0657 -0.2243


[4]
Molecular formula: CH6S4
Method: DFT, the ωB97M-V functional and the def2-TZVPD basis

Calculated values
- ΔE to the lowest compared entry with this formula, charge and spin (kcal per mole) = 16.9
- E_tot (hartree) = -1634.40723
- orbital gap (eV) = 8.37
- largest force on an atom (eV/Å) = 1.4

Cartesian coordinates (Å):
C -1.1545 0.1093 0.1260
S -2.2049 -1.3673 0.4461
S -1.0239 -2.1706 1.9526
H -0.5368 0.1905 1.0197
H -1.7670 0.9986 0.1914
H -0.6607 -0.0721 -0.8177
H -1.9538 -2.8342 2.6423
S 2.4994 0.7933 -1.2666
S 1.3118 2.5049 -1.2110
H 3.3435 1.1655 -0.2989
H 0.3613 1.9105 -1.9196


[5]
Molecular formula: C4H8O
Method: DFT, the ωB97M-V functional and the def2-TZVPD basis

Calculated values
- ΔE to the lowest compared entry with this formula, charge and spin (kcal per mole) = 83.4
- E_tot (hartree) = -232.31270
- orbital gap (eV) = 8.66
- largest force on an atom (eV/Å) = 0.4

Cartesian coordinates (Å):
C -1.3808 -1.3416 0.6951
C -0.8322 -0.1181 0.0921
O 0.2894 2.0758 -1.0441
C 0.5958 -0.1773 -0.2643
C 1.1810 1.2449 -0.3541
H -1.1403 -1.1580 1.7609
H -0.9092 -2.3008 0.4302
H -2.4713 -1.4057 0.6392
H -0.5897 1.7815 -0.7311
H 1.2278 -0.8901 0.2941
H 0.5208 -0.5721 -1.2990
H 1.3720 1.6096 0.6694
H 2.1367 1.2517 -0.8883


[6]
Molecular formula: C4H16NO2
Method: DFT, the ωB97M-V functional and the def2-TZVPD basis

Calculated values
- ΔE to the lowest compared entry with this formula, charge and spin (kcal per mole) = 39.5
- E_tot (hartree) = -366.96659
- orbital gap (eV) = 12.12
- total charge = +1
- largest force on an atom (eV/Å) = 3.7

Cartesian coordinates (Å):
C 0.7571 0.7237 -1.2684
C 1.5999 0.1235 -0.1239
C 3.0626 0.1009 -0.5043
C 1.0937 -1.2703 0.2975
N -0.3593 1.4970 -0.6619
H 0.2502 -0.0112 -1.7672
H 1.3327 1.5080 -1.7187
H 1.4711 0.7246 0.7008
H 3.3804 -0.6764 -1.1953
H 3.6668 -0.1369 0.3175
H 3.6063 1.1883 -0.8236
H 1.3947 -2.0583 -0.4474
H 1.5886 -1.6659 1.1337
H 0.0609 -1.3198 0.3956
H 0.0057 1.8924 0.2694
H -1.2230 0.8854 -0.4297
H -0.7125 2.2616 -1.2167
H -2.5708 -1.2373 -1.2856
H -2.5723 -0.7184 0.1557
O -2.2713 -0.5141 -0.7340
H -2.8071 -1.2343 3.2419
H -3.5073 0.0751 2.7087
O -2.7199 -0.4887 2.5076


[7]
Molecular formula: C13H27BCsO7
Method: DFT, the ωB97M-V functional and the def2-TZVPD basis

Calculated values
- ΔE to the lowest compared entry with this formula, charge and spin (kcal per mole) = 9.6
- E_tot (hartree) = -1082.93498
- orbital gap (eV) = 9.12
- total charge = +1
- largest force on an atom (eV/Å) = 6.3

Cartesian coordinates (Å):
C 4.1128 -3.3965 1.5274
O 4.4768 -2.1131 1.9601
C 3.3797 -1.2531 2.1180
C 2.6125 -0.9704 0.8065
C 3.4872 -0.3422 -0.2672
C 2.7270 0.0437 -1.5316
C 1.4830 0.9221 -1.3025
C 1.7008 2.0785 -0.3281
C 1.0482 3.4045 -0.7501
C -0.3833 3.2662 -1.2497
C -1.3981 3.0545 -0.1028
C -2.0851 1.6979 -0.1912
C -3.3552 1.6299 0.6240
O -4.2169 0.6089 0.0399
C -4.6838 -0.2923 0.9293
O -5.3736 -0.0548 1.8990
O -4.2020 -1.5434 0.5886
O -5.3086 -2.4685 0.6534
B -5.1631 -3.2529 -0.5129
O -5.8684 -2.9081 -1.6386
O -4.3525 -4.3417 -0.4521
H 4.3154 -3.5077 0.4583
H 4.6535 -4.1271 2.1140
H 3.0350 -3.5861 1.6795
H 2.6753 -1.6714 2.8453
H 3.7142 -0.2930 2.4884
H 2.1366 -1.9058 0.3975
H 1.8149 -0.2713 1.0859
H 4.0126 0.5016 0.1679
H 4.2692 -1.0535 -0.5276
H 3.3988 0.6017 -2.1783
H 2.4473 -0.8709 -2.0558
H 0.6866 0.2576 -0.9631
H 1.1707 1.2666 -2.2827
H 1.2903 1.8042 0.6406
H 2.7658 2.2560 -0.2275
H 1.6782 3.9074 -1.4766
H 1.0119 4.0296 0.1378
H -0.4997 2.5045 -2.0127
H -0.6378 4.2060 -1.7328
H -2.1299 3.8539 -0.1023
H -0.8360 3.1623 0.8227
H -1.4201 0.8896 0.1024
H -2.3689 1.5481 -1.2293
H -3.1512 1.3467 1.6512
H -3.9022 2.5646 0.6176
H -5.2997 -2.8730 -2.4078
H -4.5304 -4.9500 -1.1714
Cs 1.0622 -3.3598 0.3397


[8]
Molecular formula: C34H39Cl5FMoN7O2
Method: DFT, the ωB97M-V functional and the def2-TZVPD basis

Calculated values
- E_tot (hartree) = -4321.04019
- orbital gap (alpha / beta) (eV) = 6.37 / 6.46
- total charge = +2
- largest force on an atom (eV/Å) = 2.5
- spin multiplicity = 3

Cartesian coordinates (Å):
Mo 0.9335 -0.0520 1.4877
Cl 0.6551 5.3506 -1.0423
C -0.5797 4.9873 0.0968
C -1.0936 3.6898 0.1866
C -2.0555 3.4770 1.1750
Cl -2.6872 1.7846 1.3012
C -2.6142 4.4949 1.9371
Cl -3.9628 4.2680 2.9581
C -2.0787 5.7789 1.8190
Cl -2.7046 7.0538 2.7624
C -1.0417 6.0203 0.9176
Cl -0.3777 7.5814 0.7948
C -2.0727 2.5836 -2.6528
N -1.6011 1.8661 -1.4533
C -0.5720 2.6053 -0.7306
C -1.5609 0.4991 -1.4059
N -0.6747 -0.1068 -0.6288
C -1.0502 -1.1765 0.1519
C -2.3297 -1.3992 0.6388
C -2.5714 -2.3011 1.6886
C -1.5458 -2.9207 2.3403
C -0.2179 -2.7929 1.8630
C 0.8428 -3.4700 2.4803
C 2.0878 -3.4712 1.8908
C 2.2999 -2.9093 0.6351
C 1.2801 -2.2516 -0.0738
N 1.3942 -1.7973 -1.3346
C 2.3495 -2.1716 -2.1723
N 2.6754 -3.4590 -2.3910
C 4.0372 -3.8752 -2.7344
C 1.7854 -4.5210 -1.9490
N 2.9592 -1.2077 -2.9443
C 2.7368 0.1630 -2.5740
C 3.5402 -1.4838 -4.2560
C 0.0402 -1.9906 0.6782
N -2.3771 -0.2145 -2.2158
C -2.0462 -1.5926 -2.5688
C -3.7395 0.1746 -2.5766
H -1.5027 3.5051 -2.7448
H -3.1244 2.8503 -2.5951
H -1.9001 1.9853 -3.5460
H 0.0996 3.0364 -1.4664
H 0.0349 1.9321 -0.1335
H 0.3035 1.5116 1.5104
H -3.1582 -0.8390 0.2204
H -3.5899 -2.4441 2.0286
H -1.7273 -3.5595 3.1944
H 0.6633 -4.0151 3.3969
H 2.9076 -3.9814 2.3803
H 3.2675 -3.0036 0.1580
H 4.7268 -3.0434 -2.6236
H 4.1010 -4.2699 -3.7482
H 4.3407 -4.6590 -2.0395
H 0.7499 -4.1998 -2.0398
H 1.9783 -4.8205 -0.9153
H 1.9405 -5.3837 -2.5945
H 2.4640 -0.2731 0.8662
H 1.6923 0.2853 -2.2872
H 2.9846 0.8387 -3.3884
H 3.1307 -2.4107 -4.6466
H 4.6272 -1.5562 -4.2233
H 3.2686 -0.6773 -4.9346
H -0.9677 -1.7336 -2.5352
H -2.4007 -1.7699 -3.5835
H -2.5281 -2.3081 -1.8995
H -4.0864 0.9996 -1.9634
H -4.3933 -0.6774 -2.3816
H -3.8246 0.4387 -3.6303
F -3.0803 -0.5172 6.6470
C -2.9780 0.0050 5.4354
C -1.8299 -0.2346 4.7003
C -1.7007 0.2935 3.4250
C -2.7199 1.1142 2.9668
C -3.9149 1.2657 3.6543
C -4.0480 0.7133 4.9129
H -1.0600 -0.8794 5.1019
H -0.8640 -0.1591 2.8916
H -4.7397 1.8011 3.2126
H -4.9614 0.8217 5.4804
N 2.9982 2.0399 1.3978
C 4.0881 1.7826 0.4510
C 3.4418 1.6824 -0.9158
O 2.7583 2.5348 -1.4216
O 3.5328 0.4365 -1.4084
H 3.3662 2.2085 2.3281
H 1.6429 -0.1319 2.9816
H 2.5122 2.8886 1.1169
H 4.5409 0.8217 0.6815
H 4.8752 2.5414 0.4271